1.
{
  "formula": "C36H24ClN8O5STi",
  "method": "ωB97M-V/def2-TZVPD",
  "e_above_lowest_kj_mol": 259.21,
  "multiplicity": 3,
  "largest_force_ev_per_a": 1.3,
  "homo_ha": [-0.09604, -0.12754],
  "molar_mass_g_mol": 764.0,
  "charge": -1,
  "homo_lumo_gap_ha": [0.1739, 0.1791],
  "species": ["Ti", "C", "C", "C", "C", "C", "N", "C", "C", "C", "C", "C", "C", "C", "C", "N", "C", "N", "C", "N", "C", "N", "C", "N", "C", "N", "C", "C", "C", "C", "C", "C", "C", "C", "C", "C", "C", "C", "C", "C", "N", "H", "H", "H", "H", "H", "H", "H", "H", "H", "H", "H", "H", "H", "H", "H", "H", "O", "Cl", "O", "O", "O", "O", "S", "C", "C", "C", "C", "H", "H", "H", "H", "H", "H", "H", "H"],
  "xyz": [[-0.134, 0.499, 0.255], [6.800, -1.619, 0.949], [6.760, -0.858, 2.141], [5.633, -0.159, 2.502], [4.521, -0.193, 1.645], [3.230, 0.391, 1.760], [2.683, 1.024, 2.794], [1.401, 1.130, 3.018], [0.945, 1.731, 4.263], [1.653, 2.321, 5.309], [0.932, 2.797, 6.387], [-0.470, 2.692, 6.427], [-1.166, 2.090, 5.397], [-0.433, 1.598, 4.319], [-0.840, 0.903, 3.114], [-2.097, 0.585, 2.906], [-2.497, -0.089, 1.834], [-1.677, -0.554, 0.814], [-2.445, -1.230, -0.116], [-2.012, -1.789, -1.218], [-0.701, -1.810, -1.532], [0.363, -1.296, -0.823], [1.527, -1.616, -1.545], [2.828, -1.470, -1.247], [3.288, -0.851, -0.192], [2.562, -0.007, 0.621], [4.564, -0.956, 0.449], [5.712, -1.680, 0.109], [1.153, -2.315, -2.733], [1.911, -2.831, -3.799], [1.238, -3.403, -4.853], [-0.178, -3.489, -4.865], [-0.923, -3.015, -3.810], [-0.243, -2.422, -2.736], [-3.816, -1.206, 0.338], [-4.983, -1.748, -0.200], [-6.169, -1.536, 0.474], [-6.201, -0.792, 1.672], [-5.049, -0.270, 2.219], [-3.843, -0.489, 1.547], [0.277, 0.646, 2.311], [7.701, -2.169, 0.702], [7.635, -0.832, 2.780], [5.594, 0.419, 3.417], [2.731, 2.398, 5.261], [1.449, 3.261, 7.218], [-1.005, 3.096, 7.278], [-2.245, 2.000, 5.409], [5.735, -2.264, -0.803], [2.992, -2.766, -3.777], [1.798, -3.799, -5.692], [-0.673, -3.940, -5.717], [-2.004, -3.092, -3.795], [-4.946, -2.319, -1.119], [-7.090, -1.950, 0.083], [-7.151, -0.631, 2.166], [-5.066, 0.299, 3.141], [0.653, 3.342, -0.363], [-0.192, 3.309, 0.824], [-0.981, 4.521, 0.860], [-1.213, 2.149, 0.551], [1.602, 0.777, 0.086], [-0.674, 0.966, -1.692], [-0.234, 1.973, -2.754], [-1.697, 2.019, -3.808], [-1.654, 0.724, -4.607], [-0.223, 0.632, -5.129], [0.684, 0.933, -3.935], [-1.612, 2.910, -4.435], [-2.548, 2.118, -3.136], [-2.389, 0.721, -5.413], [-1.866, -0.116, -3.942], [-0.070, 1.376, -5.915], [0.001, -0.352, -5.540], [1.615, 1.438, -4.191], [0.917, 0.037, -3.356]],
  "lowdin_charge": [1.1207, -0.1089, -0.1070, -0.0312, -0.1031, -0.2091, 0.1965, -0.2674, -0.1159, -0.0194, -0.0952, -0.0955, -0.0173, -0.1138, -0.2990, 0.1873, -0.2806, 0.0152, -0.2855, 0.1768, -0.3143, 0.0625, -0.2883, 0.1926, -0.2252, -0.0273, -0.0990, -0.0322, -0.1558, -0.0307, -0.1104, -0.1152, -0.0389, -0.1427, -0.1033, -0.0259, -0.1027, -0.1003, -0.0219, -0.1057, 0.0379, 0.0883, 0.0898, 0.1063, 0.1069, 0.0920, 0.0921, 0.1084, 0.1075, 0.1037, 0.0876, 0.0864, 0.1057, 0.1075, 0.0895, 0.0914, 0.1081, -0.4802, 0.9267, -0.4138, -0.5246, -0.1925, -0.5791, 1.0741, -0.2966, -0.2247, -0.2110, -0.2614, 0.0970, 0.1039, 0.1148, 0.1057, 0.1089, 0.1093, 0.0955, 0.0757]
}

=====

2.
{
  "formula": "C12H24BiCl2N2S",
  "method": "ωB97M-V/def2-TZVPD",
  "e_above_lowest_kj_mol": 280.39,
  "largest_force_ev_per_a": 5.2,
  "homo_ha": [-0.06361, -0.03980],
  "molar_mass_g_mol": 508.3,
  "charge": -1,
  "homo_lumo_gap_ha": [0.1575, 0.1316],
  "species": ["Bi", "Cl", "Cl", "C", "H", "H", "C", "C", "H", "C", "H", "C", "H", "H", "C", "H", "H", "C", "H", "H", "H", "H", "C", "C", "N", "C", "S", "N", "C", "C", "H", "H", "H", "H", "H", "H", "H", "H", "H", "H", "H", "H"],
  "xyz": [[-1.600, -0.402, -0.128], [-1.742, 1.929, -1.125], [-0.202, -2.445, 0.561], [-1.396, -1.134, -2.084], [-1.330, -2.221, -2.176], [-1.995, -0.674, -2.866], [1.038, 0.079, -1.232], [0.203, -0.508, -2.202], [0.850, -0.050, -0.138], [0.097, 0.354, -3.498], [0.689, -1.485, -2.431], [1.383, 1.022, -3.931], [-0.315, -0.215, -4.339], [-0.657, 1.110, -3.277], [2.105, 1.697, -2.785], [2.014, 0.232, -4.361], [1.165, 1.760, -4.705], [2.325, 0.625, -1.704], [3.037, 2.113, -3.169], [1.536, 2.545, -2.379], [2.923, -0.208, -2.119], [2.981, 1.019, -0.912], [-3.791, -1.619, 5.346], [-2.483, -1.766, 4.594], [-2.220, -0.548, 3.799], [-1.007, 0.022, 3.680], [-0.616, 1.017, 2.361], [-0.109, -0.227, 4.698], [-0.466, 0.232, 6.063], [0.568, -0.266, 7.056], [-3.874, -0.630, 5.809], [-3.863, -2.374, 6.133], [-4.642, -1.757, 4.671], [-1.633, -1.917, 5.268], [-2.530, -2.621, 3.903], [-2.830, -0.396, 2.993], [0.822, 0.089, 4.438], [-0.496, 1.333, 6.071], [-1.463, -0.140, 6.312], [1.566, 0.116, 6.818], [0.294, 0.083, 8.056], [0.599, -1.360, 7.069]],
  "lowdin_charge": [0.8350, -0.2013, -0.2764, -0.4892, 0.0128, 0.0157, -0.2897, -0.4976, -0.0113, -0.2341, 0.1184, -0.2356, 0.1027, 0.0397, -0.2195, 0.1059, 0.0989, -0.2389, 0.0902, 0.1114, 0.1018, 0.1034, -0.1040, -0.2348, -0.0048, -0.8601, 0.4870, -0.0434, -0.2570, -0.0987, 0.0707, 0.0686, 0.0716, 0.0997, 0.1231, 0.1033, 0.1063, 0.1193, 0.0942, 0.0733, 0.0695, 0.0740]
}

=====

3.
{
  "formula": "C2H10NO2",
  "method": "ωB97M-V/def2-TZVPD",
  "e_above_lowest_kj_mol": 167.42,
  "largest_force_ev_per_a": 2.8,
  "homo_ha": -0.53648,
  "molar_mass_g_mol": 80.1,
  "charge": 1,
  "homo_lumo_gap_ha": 0.3983,
  "species": ["C", "O", "C", "N", "H", "H", "H", "H", "H", "H", "H", "H", "H", "H", "O"],
  "xyz": [[0.084, 0.396, 1.317], [0.950, -0.616, 1.684], [-0.384, 0.091, -0.053], [-1.281, 1.150, -0.578], [0.476, 1.425, 1.400], [-0.647, 0.302, 2.046], [1.847, -0.514, 1.854], [0.416, -0.263, -0.710], [-0.827, -0.938, -0.054], [-0.862, 2.121, -0.623], [-2.131, 1.147, -0.071], [-1.504, 1.009, -1.552], [2.040, -1.740, -1.313], [0.649, -2.185, -1.666], [1.173, -1.383, -1.683]],
  "lowdin_charge": [-0.2689, 0.0041, -0.1704, 0.2176, 0.1448, 0.1094, 0.0791, 0.0712, 0.1611, 0.2096, 0.1564, 0.1698, 0.1179, 0.0635, -0.0652]
}